# 1
# CHCl4PS

A molecular structure, CHCl4PS (ωB97M-V with the def2-TZVPD basis set, the Open Molecules 2025 dataset).

```
8
Properties=species:S:1:pos:R:3:forces:R:3
C -0.035 1.187 -0.170 3.0656 -2.5886 -0.0476
P -0.006 -1.135 -0.037 -2.1010 2.9458 0.3983
S -1.697 -1.849 0.586 1.0220 0.2682 -0.7897
Cl -1.507 1.577 -0.868 -0.8856 0.5252 -1.2988
Cl -0.065 1.602 1.509 0.2370 0.4573 0.5663
Cl 0.892 -1.779 -1.683 0.0851 -0.2471 -0.5360
Cl 1.399 -1.130 1.311 1.4458 -0.6201 0.9648
H 1.019 1.526 -0.647 -2.8689 -0.7408 0.7427
```
Forces are in eV/Å.

Values from the calculation:
- Total energy: -71267.3254 eV
- Largest force on an atom: 4.0 eV Å⁻¹
- LUMO energy: -0.398 eV
- Kohn-Sham gap: 8.910 eV
- ΔE to the lowest compared entry with this formula, charge and spin: 0.4717 eV

# 2
# CHClF2O

2 unconnected molecules or ions with the total composition CHClF2O (ωB97M-V with the def2-TZVPD basis set, the Open Molecules 2025 dataset).

```
6
Properties=species:S:1:pos:R:3:forces:R:3
C -0.124 0.583 -0.151 -1.1817 -3.1796 5.1811
O -0.308 -1.511 0.340 0.2416 3.5440 -1.1501
F 0.355 0.986 1.077 -0.4226 -0.4772 -2.4166
F -1.384 0.919 -0.210 0.8146 -0.3478 -0.5416
Cl 0.848 0.838 -1.441 0.6211 0.1392 -1.0011
H 0.613 -1.815 0.386 -0.0729 0.3212 -0.0716
```
Forces are in eV/Å.

Values from the calculation:
- Total energy: -21054.8495 eV
- Largest force on an atom: 6.2 eV Å⁻¹
- LUMO energy: -0.884 eV
- Kohn-Sham gap: 9.550 eV
- ΔE to the lowest compared entry with this formula, charge and spin: 3.5815 eV

# 3
# CHClF2OS2

A single CHClF2OS2 molecule (ωB97M-V with the def2-TZVPD basis set, the Open Molecules 2025 dataset).

```
8
Properties=species:S:1:pos:R:3:forces:R:3
C -0.165 -0.747 -0.825 0.0263 0.2291 0.1415
O 2.114 0.512 -0.277 1.4711 -0.3012 0.3099
F -0.831 -1.280 0.205 0.0437 -0.0483 0.0840
F -1.063 -0.468 -1.790 0.0526 0.1416 -0.1012
S 0.247 1.000 1.804 0.3459 -0.0827 0.0520
S 0.730 0.909 -0.375 -2.3623 -0.1311 0.1127
Cl -1.621 1.530 2.454 0.4230 -0.1288 -0.7337
H 0.590 -1.456 -1.197 -0.0004 0.3214 0.1348
```
Forces are in eV/Å.

Values from the calculation:
- Total energy: -42726.7753 eV
- Largest force on an atom: 2.4 eV Å⁻¹
- LUMO energy: -0.971 eV
- Kohn-Sham gap: 8.695 eV
- ΔE to the lowest compared entry with this formula, charge and spin: 0.9950 eV

# 4
# CHClFI

A molecular structure, CHClFI (ωB97M-V with the def2-TZVPD basis set, the Open Molecules 2025 dataset).

```
5
Properties=species:S:1:pos:R:3:forces:R:3
C 0.116 0.293 -0.117 -0.7156 -0.1252 -0.1950
F -0.130 0.523 -1.400 -0.0371 -0.3129 -0.3734
Cl 0.254 1.753 0.712 0.0445 0.5040 0.6108
I 1.419 -1.232 0.280 0.6236 -0.4212 0.0437
H -1.660 -1.337 0.526 0.0846 0.3552 -0.0861
```
Forces are in eV/Å.

Values from the calculation:
- Total energy: -24388.9926 eV
- Largest force on an atom: 0.8 eV Å⁻¹
- LUMO energy (spin up / spin down): -0.773 / -0.651 eV
- Kohn-Sham gap (spin up / spin down): 9.203 / 7.963 eV
- ΔE to the lowest compared entry with this formula, charge and spin: 4.3684 eV

# 5
# CHClFI

A single CHClFI molecule (ωB97M-V with the def2-TZVPD basis set, the Open Molecules 2025 dataset).

```
5
Properties=species:S:1:pos:R:3:forces:R:3
F -0.958 0.204 1.014 -0.2277 0.0624 0.4126
C -0.169 -0.014 -0.044 0.3415 0.0770 -0.4597
Cl 0.286 -1.722 -0.096 -0.0422 0.2582 -0.0417
I 1.557 1.287 0.079 -0.3149 -0.2685 -0.0463
H -0.717 0.246 -0.953 0.2433 -0.1291 0.1352
```
Forces are in eV/Å.

Values from the calculation:
- Total energy: -24393.3610 eV
- Largest force on an atom: 0.6 eV Å⁻¹
- LUMO energy: -0.065 eV
- Kohn-Sham gap: 10.011 eV
- SMILES: F[C@H](Cl)I
- ΔE to the lowest compared entry with this formula, charge and spin: 0.0000 eV

# 6
# CHClFNO2

2 unconnected molecules or ions with the total composition CHClFNO2 (ωB97M-V with the def2-TZVPD basis set, the Open Molecules 2025 dataset).

```
7
Properties=species:S:1:pos:R:3:forces:R:3
C -0.386 -0.229 -0.483 0.8591 -0.5958 -1.0095
N -0.673 -1.556 0.029 1.7142 1.0791 -1.5015
O -0.071 -1.823 1.045 -0.2093 -0.3142 1.0275
O -1.329 -2.292 -0.667 -0.7785 -0.3551 0.1997
F -0.696 -0.094 -1.778 0.2542 0.1854 1.2645
Cl -2.579 0.505 0.639 -0.9585 0.4339 0.4064
H 0.503 0.297 -0.077 -0.8812 -0.4334 -0.3871
```
Forces are in eV/Å.

Values from the calculation:
- Total energy: -21871.1209 eV
- Largest force on an atom: 2.5 eV Å⁻¹
- ⟨S²⟩: 2.01
- LUMO energy (spin up / spin down): 0.354 / -4.743 eV
- Kohn-Sham gap (spin up / spin down): 9.888 / 6.860 eV
- Spin multiplicity: 3
- ΔE to the lowest compared entry with this formula, charge and spin: 2.1102 eV

# 7
# CHClFNS

A single CHClFNS molecule (ωB97M-V with the def2-TZVPD basis set, the Open Molecules 2025 dataset).

```
6
Properties=species:S:1:pos:R:3:forces:R:3
F -0.884 0.435 -1.405 -0.3864 0.0948 0.5404
C 0.163 0.096 -0.695 1.7459 -1.1220 -0.2332
S 1.638 -0.228 -1.345 -0.5950 0.6284 0.0356
N -0.027 -0.204 0.608 -2.2612 0.4352 1.2190
Cl -1.544 -0.053 1.514 0.5643 0.0929 -1.0710
H 0.655 -0.047 1.322 0.9323 -0.1293 -0.4909
```
Forces are in eV/Å.

Values from the calculation:
- Total energy: -28616.8704 eV
- Largest force on an atom: 2.6 eV Å⁻¹
- LUMO energy: -0.141 eV
- Kohn-Sham gap: 9.216 eV
- SMILES: FC(=S)NCl
- ΔE to the lowest compared entry with this formula, charge and spin: 0.0000 eV

# 8
# CHClFO3

2 unconnected molecules or ions with the total composition CHClFO3 (ωB97M-V with the def2-TZVPD basis set, the Open Molecules 2025 dataset).

```
7
Properties=species:S:1:pos:R:3:forces:R:3
C 1.543 0.014 0.374 -0.5282 1.0910 2.3780
O -3.121 -0.036 -0.395 -0.5115 0.3331 0.3343
O -0.997 -0.061 -0.348 -0.5331 -0.0911 -0.0986
O -2.097 -0.476 -0.850 1.0294 -0.2509 -0.1814
F 1.599 0.699 1.445 0.2526 0.4185 0.1448
Cl 1.883 0.809 -0.949 0.2101 -0.4596 -1.0514
H 1.191 -0.949 0.723 0.0807 -1.0410 -1.5257
```
Forces are in eV/Å.

Values from the calculation:
- Total energy: -22417.7389 eV
- Largest force on an atom: 2.7 eV Å⁻¹
- Total charge: +1
- LUMO energy (spin up / spin down): -7.819 / -7.818 eV
- Kohn-Sham gap (spin up / spin down): 8.572 / 8.572 eV
- ΔE to the lowest compared entry with this formula, charge and spin: 3.2235 eV

# 9
# CHClN2O

2 unconnected molecules or ions with the total composition CHClN2O (ωB97M-V with the def2-TZVPD basis set, the Open Molecules 2025 dataset).

```
6
Properties=species:S:1:pos:R:3:forces:R:3
C 0.927 -0.374 -0.419 -0.1659 0.1684 -0.1572
N 0.133 -0.625 -1.268 -0.7217 -0.0021 -0.6991
N -1.707 1.336 0.924 -0.8331 0.3073 -1.1902
O 1.615 0.059 0.401 0.9054 0.1624 0.8718
Cl -0.847 1.023 2.168 0.7659 -0.2717 1.2529
H -0.119 -1.419 -1.806 0.0495 -0.3642 -0.0782
```
Forces are in eV/Å.

Values from the calculation:
- Total energy: -18599.2909 eV
- Largest force on an atom: 1.5 eV Å⁻¹
- LUMO energy (spin up / spin down): -0.805 / -0.808 eV
- Kohn-Sham gap (spin up / spin down): 8.671 / 8.648 eV
- ΔE to the lowest compared entry with this formula, charge and spin: 2.6628 eV

# 10
# CHClN2O3

2 unconnected molecules or ions with the total composition CHClN2O3 (ωB97M-V with the def2-TZVPD basis set, the Open Molecules 2025 dataset).

```
8
Properties=species:S:1:pos:R:3:forces:R:3
C -0.301 -0.296 0.322 3.1266 -4.8721 2.2789
N -0.553 0.788 -0.033 -1.6647 1.2082 -1.0218
N -0.780 -1.680 0.239 0.1501 1.2011 -2.4025
O -1.603 -1.940 1.047 -1.7012 -0.9083 1.9807
O -0.803 1.908 -0.261 -0.9003 3.5069 -0.8850
O -0.249 -2.414 -0.567 0.4522 -0.1975 0.0454
Cl 2.245 1.269 -0.009 0.3222 1.2253 -0.7685
H 2.044 2.366 -0.738 0.2151 -1.1636 0.7729
```
Forces are in eV/Å.

Values from the calculation:
- Total energy: -22688.0454 eV
- Largest force on an atom: 6.2 eV Å⁻¹
- ⟨S²⟩: 2.02
- LUMO energy (spin up / spin down): 0.061 / -3.984 eV
- Kohn-Sham gap (spin up / spin down): 7.952 / 7.221 eV
- Spin multiplicity: 3
- ΔE to the lowest compared entry with this formula, charge and spin: 0.2523 eV

# 11
# CHClN4O

A single CHClN4O molecule (ωB97M-V with the def2-TZVPD basis set, the Open Molecules 2025 dataset).

```
8
Properties=species:S:1:pos:R:3:forces:R:3
O -0.080 -1.643 0.208 -1.4704 -0.9612 0.8278
C 0.014 -0.386 -0.054 4.0795 0.6919 -0.6906
Cl 2.102 -0.083 -0.392 -1.5159 -0.3509 -0.0778
N 0.053 0.652 0.904 0.1629 -0.4544 2.5280
N -0.342 1.671 0.382 -0.4881 1.1196 0.9029
N -0.779 1.354 -0.948 -0.4397 0.7537 -1.7832
N -0.520 0.189 -1.207 -0.7620 -0.6252 -1.4842
H -0.447 -1.754 1.107 0.4338 -0.1735 -0.2229
```
Forces are in eV/Å.

Values from the calculation:
- Total energy: -21579.4129 eV
- Largest force on an atom: 4.2 eV Å⁻¹
- LUMO energy: -2.636 eV
- Kohn-Sham gap: 8.531 eV
- SMILES: OC1(Cl)N=NN=N1
- ΔE to the lowest compared entry with this formula, charge and spin: 0.9924 eV

# 12
# CHClNO2S

A gas-phase ion, CHClNO2S (charge -1) (ωB97M-V with the def2-TZVPD basis set, the Open Molecules 2025 dataset).

```
7
Properties=species:S:1:pos:R:3:forces:R:3
C -0.992 0.853 -0.589 -0.7396 -0.1332 -1.7132
N 0.351 -0.801 -1.456 -1.2471 1.3614 0.5195
O 1.912 -0.258 0.454 -0.2039 0.1356 0.1676
O -0.230 -1.248 1.026 0.2076 0.0498 0.3342
S 0.577 -0.604 -0.003 1.4953 -2.9851 0.0468
Cl 0.016 1.793 0.478 0.0150 1.7240 0.7997
H -1.633 0.265 0.090 0.4727 -0.1525 -0.1546
```
Forces are in eV/Å.

Values from the calculation:
- Total energy: -29991.5171 eV
- Largest force on an atom: 3.3 eV Å⁻¹
- Total charge: -1
- LUMO energy: 3.614 eV
- Kohn-Sham gap: 7.680 eV
- ΔE to the lowest compared entry with this formula, charge and spin: 6.1349 eV